Density functional theory data (ωB97M-V/def2-TZVPD) for a cluster of 3 separate species, C5H8N2 in total.

Cartesian coordinates (Å):
C1 -1.929 -0.043 0.809
C2 -0.815 -0.829 0.198
C3 1.987 0.627 1.260
N1 0.893 0.627 1.625
N2 -0.267 -1.888 0.588
H1 -0.596 -2.215 1.496
H2 -1.887 -0.079 1.898
H3 -1.846 1.001 0.501
H4 -2.887 -0.431 0.464
H5 1.626 0.083 -0.855
H6 3.048 0.729 1.264
C4 1.190 0.428 -1.804
C5 1.017 0.944 -2.871
H7 0.879 1.470 -3.772
H8 -0.413 -0.424 -0.801

Computed properties:
* SMILES string: [H]/N=C\C.C#C.C#N
* ΔE to the lowest compared entry with this formula, charge and spin: 101.2 kcal/mol
* HOMO-LUMO gap: 10.32 eV
* total charge: 0
* energy: -304.67421 Ha
* HOMO: -9.32 eV

Charges per atom according to natural (NBO) partitioning, unit e: -0.70 0.17 0.06 -0.29 -0.64 0.32 0.22 0.23 0.23 0.24 0.24 -0.26 -0.23 0.23 0.17